# C68H156F18N10O3P3

A structure of composition C68H156F18N10O3P3 in a non-equilibrium geometry (ωB97M-V with the def2-TZVPD basis set, OMol25).

Results
charge: +7
total energy: -6277.4449 a.u.
highest occupied orbital energy: -0.6665 hartree
frontier orbital gap: 0.331 Eh
E_LUMO: -9.13 eV

Positions of all 258 atoms, in Å:
C 21.300 8.981 13.673
C 22.172 7.810 14.231
C 21.751 6.402 13.931
N 22.800 5.335 14.316
C 24.002 5.374 13.396
C 22.187 3.930 14.381
C 23.195 3.098 15.235
C 23.766 4.106 16.224
C 23.241 5.466 15.764
H 21.831 9.906 13.913
H 20.317 8.941 14.208
H 21.131 8.997 12.579
H 22.384 7.991 15.280
H 23.178 7.962 13.831
H 21.576 6.153 12.863
H 20.860 6.045 14.443
H 24.686 4.596 13.771
H 24.415 6.388 13.454
H 23.699 5.170 12.390
H 22.052 3.491 13.372
H 21.240 4.031 14.907
H 23.865 2.597 14.588
H 22.628 2.353 15.735
H 24.895 4.062 16.253
H 23.430 3.929 17.278
H 23.980 6.291 15.834
H 22.370 5.747 16.381
C 15.525 15.646 26.661
C 14.349 16.635 26.936
C 14.949 17.942 27.492
N 13.822 18.967 27.821
C 12.888 18.556 28.895
C 13.031 19.293 26.559
C 12.543 20.740 26.765
C 13.612 21.381 27.594
C 14.491 20.257 28.132
H 15.227 14.737 26.122
H 16.014 15.358 27.588
H 16.298 16.171 26.098
H 13.645 16.207 27.667
H 13.828 16.820 25.955
H 15.637 18.316 26.750
H 15.523 17.778 28.447
H 13.395 18.357 29.782
H 12.366 17.695 28.593
H 12.229 19.442 29.069
H 12.390 18.496 26.216
H 13.823 19.395 25.795
H 11.514 20.816 27.164
H 12.484 21.149 25.739
H 13.132 21.968 28.390
H 14.214 22.048 26.996
H 14.746 20.304 29.195
H 15.438 20.185 27.596
C 17.616 11.032 6.341
C 16.877 12.290 6.563
C 15.350 12.540 6.813
N 15.004 13.986 6.661
C 15.724 14.868 7.710
C 13.512 14.122 6.877
C 13.137 15.410 6.200
C 14.186 15.737 5.216
C 15.234 14.674 5.336
H 16.641 10.011 6.096
H 17.916 10.161 6.914
H 18.528 11.133 5.601
H 17.128 13.047 5.703
H 17.528 12.735 7.413
H 14.947 12.124 7.745
H 14.751 12.035 5.998
H 15.463 15.933 7.539
H 16.839 14.728 7.504
H 15.558 14.523 8.744
H 13.165 13.976 7.934
H 13.165 13.240 6.136
H 13.080 16.271 7.060
H 11.969 15.360 5.758
H 14.689 16.847 5.073
H 13.681 15.847 4.026
H 16.280 15.191 5.319
H 15.128 13.983 4.398
C 23.699 12.503 29.635
C 24.032 12.953 28.185
C 23.466 14.373 28.058
N 23.920 15.051 26.801
C 25.402 15.131 26.703
C 23.307 16.481 26.827
C 23.200 17.006 25.422
C 22.850 15.715 24.658
C 23.342 14.478 25.510
H 24.339 13.015 30.322
H 23.832 11.432 29.745
H 22.641 12.560 29.924
H 23.519 12.303 27.514
H 25.066 12.801 27.945
H 23.799 15.002 28.910
H 22.376 14.276 28.067
H 25.653 15.859 25.934
H 25.695 14.150 26.401
H 25.875 15.392 27.635
H 23.807 17.142 27.545
H 22.309 16.353 27.120
H 24.099 17.491 25.044
H 22.385 17.737 25.320
H 23.325 15.614 23.621
H 21.813 15.554 24.513
H 24.122 13.859 25.039
H 22.565 13.806 25.863
C 11.507 18.675 13.570
C 10.330 18.232 12.770
C 9.026 18.518 13.550
N 7.737 18.061 12.864
C 7.779 16.622 12.369
C 8.009 15.631 13.487
C 6.849 15.691 14.437
C 6.522 17.132 14.956
C 6.534 18.134 13.825
C 7.424 18.879 11.614
H 11.727 18.054 14.418
H 11.393 19.725 13.883
H 12.359 18.736 12.849
H 10.371 17.180 12.472
H 10.142 18.849 11.826
H 8.947 19.578 13.801
H 8.974 18.033 14.557
H 8.616 16.717 11.602
H 6.813 16.503 11.880
H 8.996 15.844 13.886
H 8.130 14.660 13.093
H 6.907 14.985 15.265
H 5.997 15.414 13.796
H 7.268 17.463 15.697
H 5.492 17.252 15.471
H 6.459 19.085 14.299
H 5.662 18.070 13.183
H 6.366 18.874 11.289
H 7.998 18.515 10.758
H 7.718 19.928 11.770
C 15.475 16.055 20.618
C 15.987 17.066 19.650
C 15.997 16.478 18.246
N 17.180 17.086 17.433
C 18.553 16.774 18.018
C 18.911 15.306 17.843
C 18.876 14.829 16.394
C 17.506 15.133 15.837
C 17.055 16.557 16.007
C 17.002 18.587 17.343
H 16.113 15.191 20.623
H 14.484 15.610 20.430
H 15.483 16.468 21.635
H 16.980 17.315 19.966
H 15.373 17.945 19.751
H 15.065 16.625 17.630
H 16.315 15.455 18.364
H 18.483 17.135 19.018
H 19.251 17.415 17.431
H 18.278 14.653 18.453
H 19.902 15.198 18.242
H 19.106 13.767 16.381
H 19.564 15.368 15.704
H 16.721 14.447 16.232
H 17.529 14.999 14.781
H 15.993 16.662 15.786
H 17.657 17.304 15.356
H 16.082 18.675 16.773
H 17.859 19.010 16.829
H 16.917 19.014 18.328
C 8.241 27.885 19.681
C 8.885 27.117 18.522
C 9.468 25.815 19.060
N 10.490 25.159 18.206
C 11.809 26.028 17.845
C 12.661 26.296 19.085
C 13.220 24.968 19.700
C 11.937 24.128 20.142
C 10.976 23.934 18.933
C 9.806 24.697 17.013
H 8.983 28.263 20.384
H 7.585 27.210 20.317
H 7.570 28.720 19.340
H 9.808 27.698 18.289
H 8.195 27.042 17.684
H 8.684 25.098 19.262
H 9.787 26.103 20.067
H 11.463 26.957 17.372
H 12.351 25.435 17.067
H 12.003 26.875 19.757
H 13.526 26.906 18.792
H 13.809 25.141 20.653
H 13.751 24.442 18.914
H 11.462 24.552 21.056
H 12.163 23.078 20.411
H 10.028 23.398 19.150
H 11.410 23.282 18.160
H 8.929 24.068 17.218
H 10.482 24.149 16.385
H 9.531 25.600 16.478
C 28.190 23.167 15.529
C 28.105 23.098 16.967
O 28.418 22.254 17.755
N 27.679 24.362 17.693
H 27.023 24.965 17.159
H 27.198 23.998 18.520
C 28.916 25.139 18.090
H 28.764 22.311 15.148
H 28.772 24.094 15.324
H 27.234 23.357 15.119
H 28.653 26.182 17.996
H 29.531 24.998 17.221
H 29.251 24.828 19.066
C 22.403 22.610 9.229
C 21.111 23.270 9.731
O 20.183 23.792 9.187
N 21.043 23.350 11.328
H 20.829 22.399 11.701
H 21.989 23.542 11.717
C 20.116 24.446 11.686
H 22.310 22.618 8.133
H 22.410 21.645 9.711
H 23.213 23.286 9.521
H 20.494 25.356 11.247
H 20.051 24.628 12.739
H 19.127 24.223 11.360
C 19.371 23.527 20.799
C 18.408 24.468 20.129
O 17.364 24.284 19.661
N 19.015 25.964 19.960
H 19.700 25.979 19.197
H 18.187 26.541 19.697
C 19.711 26.583 21.256
H 18.901 22.563 21.094
H 20.052 23.996 21.519
H 20.028 23.261 19.969
H 19.224 27.560 21.344
H 20.823 26.591 21.117
H 19.459 25.979 22.119
P 20.959 21.494 14.496
F 19.695 21.021 15.349
F 20.038 21.293 13.069
F 20.325 22.986 14.555
F 22.176 22.115 13.564
F 21.907 21.800 15.844
F 21.400 19.986 14.478
P 17.776 19.346 21.879
F 17.838 19.550 23.525
F 17.539 21.045 21.886
F 19.411 19.402 21.800
F 17.756 19.403 20.285
F 17.910 17.663 21.922
F 16.239 19.114 21.896
P 13.454 20.843 16.634
F 13.025 22.254 17.297
F 14.116 20.298 17.993
F 12.012 20.205 17.047
F 13.912 19.528 15.767
F 12.903 21.474 15.210
F 14.861 21.591 16.312